(1)
C2H5N3O2S in the gas phase, computed with the ωB97M-V functional and the def2-TZVPD basis.

**Electronic energy**: -792.16521 Eh
**SMILES string**: [H]/N=C(/N)OC(=O)NS
**E_HOMO**: -9.78 eV
**Kohn-Sham gap**: 0.376 Eh
**Strongest force on any atom**: 0.7 eV/A
**M**: 135.15 g/mol
**Multiplicity**: 1
**ΔE to the lowest compared entry with this formula, charge and spin**: 0.00 kcal per mole
**LUMO energy**: 0.46 eV

Last columns: bonded neighbours and bond lengths (Å).
Geometry (Å):
1 C -1.72498 1.02132 -0.68399  N8 1.386, N9 1.251, O11 1.412
2 C 0.11854 -0.26451 0.19178  N10 1.380, O11 1.360, O12 1.202
3 H -1.13613 2.27596 -2.20750  N8 1.013
4 H -2.78120 2.29660 -1.79852  N8 1.001
5 H -2.37778 -0.32278 0.43176  N9 1.007
6 H 1.91800 0.48994 -0.41820  N10 1.003
7 H 2.54941 -0.85813 2.08880  S13 1.364
8 N -1.84105 2.14113 -1.49194  C1 1.386, H3 1.013, H4 1.001
9 N -2.69362 0.43533 -0.15098  C1 1.251, H5 1.007
10 N 1.49645 -0.24002 0.12617  C2 1.380, H6 1.003, S13 1.683
11 O -0.34282 0.75241 -0.58491  C1 1.412, C2 1.360
12 O -0.52942 -1.04327 0.83880  C2 1.202
13 S 2.48199 -1.40317 0.84019  H7 1.364, N10 1.683


(2)
2 unconnected molecules or ions with the total composition C2H5N3O2S in a non-equilibrium geometry, computed with the ωB97M-V functional and the def2-TZVPD basis.

**Electronic energy**: -792.04463 Eh
**E_HOMO**: -9.73 eV
**Kohn-Sham gap**: 0.332 Eh
**Strongest force on any atom**: 7.7 eV/A
**M**: 135.15 g/mol
**Multiplicity**: 1
**ΔE to the lowest compared entry with this formula, charge and spin**: 75.67 kcal per mole
**LUMO energy**: -0.70 eV

Last columns: bonded neighbours and bond lengths (Å).
Geometry (Å):
1 C 0.44652 0.89926 0.17724  N8 1.405, N9 1.437, O11 1.312
2 C -0.88678 -1.24792 -0.08441  N9 1.425, N10 1.402, O12 1.252
3 H 1.29863 2.52693 0.54216  N8 1.194
4 H 1.88608 1.93446 -1.23397  no bonds
5 H 1.89765 -1.63929 -0.70671  S13 1.361
6 H -1.87802 0.34981 0.97010  N10 1.009
7 H -2.65148 -1.27067 0.69555  N10 1.011
8 N 1.73061 1.46838 0.19870  C1 1.405, H3 1.194
9 N 0.05801 -0.28357 -0.54038  C1 1.437, C2 1.425, S13 1.682
10 N -1.88525 -0.61176 0.66604  C2 1.402, H6 1.009, H7 1.011
11 O -0.36379 1.35077 1.10545  C1 1.312
12 O -0.78907 -2.49325 -0.16473  C2 1.252
13 S 1.13688 -0.98316 -1.62504  H5 1.361, N9 1.682


(3)
C2H5N3O2S in the gas phase in a non-equilibrium geometry, computed with the ωB97M-V functional and the def2-TZVPD basis.

**Electronic energy**: -792.08009 Eh
**SMILES string**: N/C(=N\S)C(=O)NO
**E_HOMO**: -8.81 eV
**Kohn-Sham gap**: 0.341 Eh
**Strongest force on any atom**: 2.6 eV/A
**M**: 135.15 g/mol
**Multiplicity**: 1
**ΔE to the lowest compared entry with this formula, charge and spin**: 53.42 kcal per mole
**LUMO energy**: 0.46 eV

Last columns: bonded neighbours and bond lengths (Å).
Geometry (Å):
1 C -0.23555 0.55141 -0.07934  C2 1.570, N8 1.369, N9 1.308
2 C 1.32337 0.36421 -0.09743  C1 1.570, N10 1.395, O11 1.198
3 H -0.00134 2.46317 -0.15863  N8 0.985
4 H -1.68011 2.08364 0.07791  N8 1.036
5 H -3.05348 -1.49120 0.54701  S13 1.334
6 H 2.73740 -1.10286 0.25832  N10 1.019
7 H 0.26697 -2.07051 0.00117  O12 1.006
8 N -0.73580 1.81413 -0.25188  C1 1.369, H3 0.985, H4 1.036
9 N -0.93057 -0.55476 -0.00697  C1 1.308, S13 1.691
10 N 1.73435 -0.93536 0.20080  C2 1.395, H6 1.019, O12 1.399
11 O 1.99423 1.35402 -0.02936  C2 1.198
12 O 1.19319 -2.08183 -0.39002  H7 1.006, N10 1.399
13 S -2.61267 -0.39405 -0.07157  H5 1.334, N9 1.691


(4)
2 unconnected molecules or ions with the total composition C2H5N3O4 in a non-equilibrium geometry, computed with the ωB97M-V functional and the def2-TZVPD basis.

**Electronic energy**: -544.35041 Eh
**SMILES string**: [H]/N=C(/O)C(N)=O.O=NO
**E_HOMO**: -10.03 eV
**Kohn-Sham gap**: 0.374 Eh
**Strongest force on any atom**: 3.9 eV/A
**M**: 135.08 g/mol
**Multiplicity**: 1
**ΔE to the lowest compared entry with this formula, charge and spin**: 23.00 kcal per mole
**LUMO energy**: 0.16 eV

Last columns: bonded neighbours and bond lengths (Å).
Geometry (Å):
1 C 1.77013 -0.99596 -0.64103  C2 1.501, N3 1.363, O6 1.207
2 C 0.49992 -0.48196 -0.02777  C1 1.501, N4 1.263, O9 1.320
3 N 2.72984 -0.06619 -0.91050  C1 1.363, H10 0.950, H11 0.967
4 N -0.66109 -0.97611 -0.06980  C2 1.263, H12 1.061
5 N -3.40861 1.23562 0.79235  O7 1.311, O8 1.201
6 O 1.85313 -2.18245 -0.84903  C1 1.207
7 O -2.15464 1.07065 1.13789  N5 1.311, H13 0.992
8 O -4.06558 2.05644 1.37393  N5 1.201
9 O 0.66401 0.64941 0.63293  C2 1.320, H14 0.972
10 H 2.44431 0.81315 -1.13023  N3 0.950
11 H 3.36959 -0.36397 -1.57197  N3 0.967
12 H -0.99507 -1.86732 -0.53815  N4 1.061
13 H -1.84122 0.17880 0.83612  O7 0.992
14 H -0.20472 0.92991 0.96526  O9 0.972


(5)
C2H5N3OS in the gas phase in a non-equilibrium geometry, computed with the ωB97M-V functional and the def2-TZVPD basis.

**Electronic energy**: -716.84823 Eh
**SMILES string**: [H]/N=C(\N)OC(N)=S
**E_HOMO**: -8.41 eV
**Kohn-Sham gap**: 0.330 Eh
**Strongest force on any atom**: 4.0 eV/A
**M**: 119.15 g/mol
**Multiplicity**: 1
**ΔE to the lowest compared entry with this formula, charge and spin**: 58.03 kcal per mole
**LUMO energy**: 0.58 eV

Last columns: bonded neighbours and bond lengths (Å).
Geometry (Å):
1 C 0.74464 1.09904 0.79610  N8 1.417, N9 1.335, O11 1.327
2 C -0.54735 -0.60324 -0.33035  N10 1.344, O11 1.285, S12 1.630
3 H 1.78142 2.83824 0.59642  N8 0.971
4 H 1.32676 2.07569 -0.99077  N8 1.132
5 H 1.32895 1.31157 2.80748  N9 1.123
6 H -0.52751 -0.86493 1.78555  N10 1.095
7 H -2.08531 -1.45028 0.68361  N10 1.123
8 N 1.57473 2.02214 0.11232  C1 1.417, H3 0.971, H4 1.132
9 N 0.64605 0.78277 2.08983  C1 1.335, H5 1.123
10 N -1.07033 -0.99762 0.84368  C2 1.344, H6 1.095, H7 1.123
11 O 0.17429 0.45395 -0.21345  C1 1.327, C2 1.285
12 S -0.77847 -1.44798 -1.70562  C2 1.630


(6)
C2H5N3OS in the gas phase in a non-equilibrium geometry, computed with the ωB97M-V functional and the def2-TZVPD basis.

**Electronic energy**: -716.76292 Eh
**SMILES string**: [H]/N=C(/NN)SC=O
**E_HOMO**: -9.20 eV
**Kohn-Sham gap**: 0.318 Eh
**Strongest force on any atom**: 9.1 eV/A
**M**: 119.15 g/mol
**Multiplicity**: 1
**ΔE to the lowest compared entry with this formula, charge and spin**: 111.56 kcal per mole
**LUMO energy**: -0.54 eV

Last columns: bonded neighbours and bond lengths (Å).
Geometry (Å):
1 C -0.11934 0.92598 0.16453  N9 1.301, N10 1.250, S12 1.850
2 C 1.39619 -0.85880 -1.63721  H7 1.130, O11 1.396, S12 1.867
3 H -1.13171 0.08471 2.34090  N8 1.088
4 H -2.08077 -0.79727 1.10438  N8 1.053
5 H 0.10823 -1.23238 -0.02670  N9 1.135
6 H -0.34445 2.83801 0.17100  N10 0.978
7 H 1.66977 -1.06922 -2.71339  C2 1.130
8 N -1.16308 -0.72588 1.61551  H3 1.088, H4 1.053, N9 1.469
9 N -0.36810 -0.31860 0.44988  C1 1.301, H5 1.135, N8 1.469
10 N -0.30014 2.03104 0.72086  C1 1.250, H6 0.978
11 O 1.96644 -1.57637 -0.58426  C2 1.396
12 S 0.36697 0.69877 -1.60547  C1 1.850, C2 1.867


(7)
C2H5N3OS in the gas phase in a non-equilibrium geometry, computed with the ωB97M-V functional and the def2-TZVPD basis.

**Electronic energy**: -716.81209 Eh
**SMILES string**: NNC(=S)NC=O
**E_HOMO**: -8.88 eV
**Kohn-Sham gap**: 0.327 Eh
**Strongest force on any atom**: 8.4 eV/A
**M**: 119.15 g/mol
**Multiplicity**: 1
**ΔE to the lowest compared entry with this formula, charge and spin**: 80.71 kcal per mole
**LUMO energy**: 0.02 eV

Last columns: bonded neighbours and bond lengths (Å).
Geometry (Å):
1 C 0.27819 -0.32966 -0.07992  N9 1.365, N10 1.438, S12 1.626
2 C 0.11441 1.43043 1.77758  H7 1.050, N10 1.384, O11 1.298
3 H -1.21536 -0.59452 -2.19425  N8 1.042
4 H -1.44656 -2.00734 -1.05749  N8 1.049
5 H -1.44951 0.30302 0.11359  N9 0.897
6 H 1.75909 0.19531 1.40316  N10 1.107
7 H 0.70650 1.89197 2.51226  C2 1.050
8 N -1.53323 -0.98613 -1.28232  H3 1.042, H4 1.049, N9 1.246
9 N -1.00559 -0.16008 -0.51305  C1 1.365, H5 0.897, N8 1.246
10 N 0.72791 0.41481 1.06465  C1 1.438, C2 1.384, H6 1.107
11 O -1.00817 2.03373 1.53297  C2 1.298
12 S 1.25199 -1.09644 -1.13200  C1 1.626


(8)
C2H5N3OS in the gas phase in a non-equilibrium geometry, computed with the ωB97M-V functional and the def2-TZVPD basis.

**Electronic energy**: -716.78346 Eh
**SMILES string**: O/N=C\N/C=N\S
**E_HOMO**: -8.89 eV
**Kohn-Sham gap**: 0.345 Eh
**Strongest force on any atom**: 4.2 eV/A
**M**: 119.15 g/mol
**Multiplicity**: 1
**ΔE to the lowest compared entry with this formula, charge and spin**: 98.67 kcal per mole
**LUMO energy**: 0.50 eV

Last columns: bonded neighbours and bond lengths (Å).
Geometry (Å):
1 C 0.81504 0.87937 -0.29377  H4 1.083, N8 1.310, N9 1.336
2 C -0.87031 -0.79544 -0.61558  H6 1.086, N9 1.436, N10 1.248
3 H -1.25375 0.68915 0.70497  O11 0.966
4 H 1.73856 1.33873 -0.62437  C1 1.083
5 H -0.05777 0.47280 -2.06434  N9 0.986
6 H -1.82930 -0.83205 -1.12338  C2 1.086
7 H 1.47467 -0.76092 1.31601  S12 1.420
8 N 0.53142 1.37559 0.88506  C1 1.310, O11 1.408
9 N 0.06149 0.16555 -1.13539  C1 1.336, C2 1.436, H5 0.986
10 N -0.65480 -1.62689 0.28984  C2 1.248, S12 1.769
11 O -0.74196 1.09518 1.41622  H3 0.966, N8 1.408
12 S 0.78672 -2.00107 1.24473  H7 1.420, N10 1.769